[1]
Density functional theory data (ωB97M-V/def2-TZVPD) for an isolated ion of composition C4H10N3 and charge +1 at a distorted geometry.

Calculated values
Gap between HOMO and LUMO: 0.41445 hartree
E_tot: -8773.1254 eV
SMILES: C[C@H]1NC=N[N@@H+]1C
ΔE to the lowest compared entry with this formula, charge and spin: 142.2 kJ/mol
F_max: 0.0321 hartree/bohr
Charge: +1

XYZ file:
```
17
Properties=species:S:1:pos:R:3:nbo_charge:R:1
C 0.180 -1.909 0.206 -0.647
C 0.437 -0.489 -0.267 0.118
N -0.107 -0.212 -1.581 -0.603
C -1.056 0.732 -1.485 0.292
N -1.253 1.188 -0.309 -0.339
N -0.337 0.521 0.570 -0.223
C 0.499 1.509 1.274 -0.418
H -0.881 -2.146 0.164 0.235
H 0.543 -2.046 1.221 0.239
H 0.710 -2.611 -0.433 0.257
H 1.506 -0.244 -0.224 0.223
H 0.185 -0.689 -2.415 0.446
H -1.619 1.089 -2.327 0.253
H -0.899 0.026 1.277 0.439
H 1.101 2.054 0.549 0.238
H -0.153 2.216 1.784 0.257
H 1.142 1.012 1.998 0.233
```

***

[2]
Density functional theory data (ωB97M-V/def2-TZVPD) for C4H10N3 as an isolated structure at a distorted geometry.

Calculated values
Gap between HOMO and LUMO: 0.41751 hartree
E_tot: -8771.5470 eV
ΔE to the lowest compared entry with this formula, charge and spin: 294.5 kJ/mol
F_max: 0.0876 hartree/bohr
Charge: +1

XYZ file:
```
17
Properties=species:S:1:pos:R:3:nbo_charge:R:1
C -0.066 -0.721 1.666 0.719
C -0.437 0.084 -1.867 0.063
C 1.763 -2.312 2.279 -0.395
C -0.565 2.377 -1.312 -0.454
N 0.553 -1.719 1.746 -0.329
N -0.766 0.278 1.318 -0.819
N -0.285 1.020 -1.070 -0.430
H -0.567 0.171 -3.048 0.203
H -0.326 -0.925 -1.544 0.192
H 1.711 -1.980 3.254 0.229
H 1.797 -3.332 2.197 0.234
H -1.551 2.532 -0.804 0.223
H 0.045 3.019 -0.707 0.236
H -0.757 2.799 -2.308 0.238
H -1.528 0.623 1.762 0.428
H -0.569 0.729 0.174 0.431
H 2.569 -1.816 1.770 0.231
```

***

[3]
Density functional theory data (ωB97M-V/def2-TZVPD) for an isolated ion of composition C4H10N3 and charge +1 at a distorted geometry.

Calculated values
Gap between HOMO and LUMO: 0.30185 hartree
E_tot: -8770.0821 eV
SMILES: CC(C)=[N+]=NCN
ΔE to the lowest compared entry with this formula, charge and spin: 435.8 kJ/mol
F_max: 0.0798 hartree/bohr
Charge: +1

XYZ file:
```
17
Properties=species:S:1:pos:R:3:nbo_charge:R:1
C 1.439 -0.735 0.909 -0.633
C 0.962 -0.758 -0.529 0.333
C 1.774 -0.985 -1.681 -0.675
N -0.199 -0.187 -0.619 0.008
N -1.286 -0.230 -0.121 0.027
C -2.039 0.708 0.863 -0.077
N -2.203 2.084 0.599 -0.788
H 1.654 -1.835 1.075 0.270
H 0.627 -0.219 1.458 0.224
H 2.368 -0.154 0.886 0.266
H 2.054 -2.039 -1.496 0.267
H 2.643 -0.392 -1.824 0.270
H 1.145 -0.825 -2.550 0.254
H -3.086 0.294 0.895 0.247
H -1.492 0.333 1.681 0.228
H -1.416 2.648 0.469 0.385
H -2.944 2.290 -0.014 0.396
```